# 1
27
Properties=species:S:1:pos:R:3:forces:R:3:lowdin_charge:R:1 method="wB97M-V/def2-TZVPD" total_charge=0 homo_energy_ev="-7.94 / -7.94" relative_energy_kj_mol=685.1 e_lumo_ev="0.204 / 0.205" orbital_gap_ev="8.1472 / 8.1474" max_force_ev_per_a=3.75
C 1.5271 -3.5557 -1.3733 -2.412 -0.798 -0.746 0.02
C 0.5969 -2.6521 -1.1377 2.616 1.583 1.508 -0.21
C -1.2544 0.1970 1.2812 2.050 -0.241 -1.743 -0.67
C -1.4860 2.4637 0.2977 -1.384 -1.874 -0.203 -0.03
C -2.6396 1.8444 2.3581 0.478 -1.823 2.929 -0.08
C 2.6641 0.1774 -1.6136 -2.057 -1.978 1.090 -0.20
C 0.6133 -1.6382 -0.0525 1.267 -0.351 2.103 -0.35
C 0.3856 -0.2174 -0.3980 -3.655 0.620 0.592 -0.33
N -1.7424 1.3852 1.2745 -1.710 2.484 0.392 -0.25
O 1.1888 2.2389 -0.6606 0.580 0.277 -0.340 -0.55
S -1.5153 -0.9777 2.3162 0.245 -1.494 0.258 0.72
S 1.7520 0.9449 -0.2123 -0.241 -0.964 0.186 0.88
H 1.1561 -4.2645 -2.0944 0.844 -0.480 -0.507 0.06
H 2.2676 -3.8325 -0.6846 1.204 -0.007 0.604 0.05
H -0.2116 -2.4400 -1.7240 -2.099 -0.307 -2.026 0.08
H -0.5553 2.8279 0.5184 2.458 0.784 -0.296 0.04
H -1.6567 2.0863 -0.7036 0.614 -0.002 -0.156 0.10
H -2.1468 3.2780 0.4233 -1.179 0.571 0.494 0.08
H -3.6607 1.9585 2.0827 -0.757 0.349 -1.007 0.07
H -2.7487 0.9707 3.1681 0.755 2.134 -1.651 0.07
H -2.2981 2.8016 2.8443 -0.039 -1.049 -0.621 0.11
H 3.6863 0.0338 -1.5728 2.230 -0.278 1.161 0.03
H 2.5731 0.8245 -2.3963 -0.948 1.802 -2.303 0.02
H 2.1812 -0.8060 -1.8246 0.515 0.843 -0.094 0.05
H -0.0629 -2.1948 0.7108 0.234 1.793 -0.454 0.08
H 1.5712 -1.5122 0.5187 -0.307 -1.185 -0.362 0.12
H -0.1845 0.0583 -1.3457 0.699 -0.408 1.192 0.11


# 2
124
Properties=species:S:1:pos:R:3:forces:R:3:lowdin_charge:R:1 method="wB97M-V/def2-TZVPD" total_charge=+1 homo_energy_ev=-9.89 e_lumo_ev=-3.152 orbital_gap_ev=6.7429 max_force_ev_per_a=8.48
C -1.8627 -1.9077 6.9180 0.914 1.133 -1.099 -0.07
C -2.9875 -0.8971 6.1956 1.268 -0.655 3.789 -0.29
O -3.2918 -1.4768 4.9165 -0.201 2.387 -1.266 -0.28
C -3.9298 -0.5249 3.9380 1.183 -0.862 0.616 -0.56
Br -5.7869 -0.5406 4.7965 0.560 0.726 -1.048 0.89
C -3.8373 -1.3948 2.5368 2.536 -0.694 1.589 -0.09
B -4.7524 -2.7250 2.6302 -2.879 -3.734 -0.345 -0.36
O -6.2466 -2.8459 2.5981 2.884 1.179 1.591 -0.04
C -4.0590 -4.2595 2.6850 0.593 0.454 -0.203 -0.16
C -3.2612 -4.5677 4.0764 1.595 -0.123 -0.739 -0.13
N -3.7759 -0.5950 1.2173 1.175 -0.084 0.655 -0.12
C -3.4930 -1.5280 0.0736 2.996 -3.154 -2.693 -0.11
C -4.5507 -2.2062 -0.8840 -1.061 -0.535 -2.655 -0.13
C -6.0873 -2.5064 -0.5537 -1.084 -0.890 -1.068 -0.22
O -6.2019 -3.9671 -0.2213 -1.815 2.330 1.164 -0.14
C -4.9885 0.2619 1.1907 -2.451 3.457 1.244 -0.14
C -5.7880 0.7677 -0.0908 0.221 0.095 -6.983 -0.62
O -5.6070 0.7143 -1.3941 -0.142 -0.251 8.472 -0.09
I -7.6580 1.9092 0.4071 1.443 -0.887 0.168 0.83
C -2.4856 0.2876 1.3032 4.210 1.605 0.396 -0.22
F -1.2299 -0.5526 1.1657 -3.976 1.140 -0.635 -0.12
C -2.3682 1.4065 0.1267 -1.717 -0.286 -2.785 -0.10
C -1.0644 1.4617 -0.8507 4.475 2.014 -3.248 -0.10
C -0.1958 0.2584 -1.5337 0.432 1.624 -0.423 -0.04
C 1.0755 0.3900 -2.5519 -1.482 3.697 1.111 -0.05
C 1.6063 1.8839 -3.0124 -4.258 -0.415 3.318 -0.04
C 0.7412 3.1511 -2.4150 -0.421 -3.470 0.539 -0.02
C -0.5557 2.9749 -1.3692 1.630 -2.180 -1.262 -0.12
C -1.2702 4.3923 -0.9735 0.630 0.248 -0.914 -0.13
C -2.1841 0.8722 2.8458 1.046 -1.998 0.714 -0.50
S -0.7149 -0.0859 3.6616 0.438 -0.279 0.359 0.84
P -1.1585 2.5392 2.8205 2.544 3.706 1.246 0.73
N -2.0180 3.8526 2.5507 1.232 -1.859 -0.915 -0.17
O 0.3070 2.3860 1.8357 -2.315 0.670 2.456 -0.22
O -0.5031 2.7566 4.4646 -1.444 0.306 -2.490 -0.28
N -3.2832 0.8013 3.8153 -1.116 -0.418 -1.357 -0.16
C -3.8052 1.9486 4.5346 -1.583 2.411 3.480 -0.24
C -5.1923 2.6806 4.0450 -1.198 0.238 0.428 -0.28
C -5.0766 4.1488 3.3704 -1.825 -0.665 -1.806 -0.62
Br -4.2071 5.5611 4.5208 -0.524 -1.306 -0.894 0.54
H -1.7461 -1.6751 8.0674 -0.561 -0.634 -2.367 0.10
H -0.8254 -1.5817 6.4278 -2.109 -0.942 1.055 0.07
H -2.0410 -3.0370 6.6673 0.133 2.241 0.703 0.08
H -2.4911 0.1586 6.2240 -0.967 -1.914 -0.773 0.12
H -3.8780 -0.8631 6.9874 1.344 -0.117 -2.247 0.12
H -2.7381 -1.8685 2.6004 -2.319 1.174 -0.115 0.16
H -6.4947 -3.2180 3.4952 0.236 0.271 -1.603 0.12
H -3.2709 -4.2601 1.7897 -1.395 -0.183 1.846 0.12
H -4.8246 -5.1087 2.4377 1.288 1.823 0.515 0.12
H -2.7454 -5.6343 3.9744 -1.304 2.227 0.455 0.10
H -3.8972 -4.4883 5.0553 1.157 -0.154 -2.027 0.09
H -2.3491 -3.7985 4.1199 -2.040 -1.612 0.247 0.08
H -2.8067 -2.4162 0.5026 -1.768 2.200 -0.471 0.16
H -2.7167 -1.0878 -0.7358 -1.871 -0.235 2.315 0.16
H -4.0946 -3.2616 -1.2287 -0.943 2.332 1.116 0.16
H -4.5877 -1.6160 -1.9287 0.207 -0.988 2.636 0.14
H -6.7440 -2.3994 -1.5468 1.698 0.179 2.029 0.15
H -6.6288 -1.8467 0.2420 1.292 -1.153 -1.140 0.11
H -7.1018 -4.0078 0.2539 2.090 -0.257 -0.985 0.12
H -4.6517 1.3039 1.6833 -0.821 -2.175 -1.040 0.15
H -5.8519 -0.0913 1.9420 2.095 0.233 -1.679 0.13
H -3.1733 1.1002 -0.7066 1.311 0.513 1.948 0.13
H -2.7450 2.4976 0.4355 1.277 -2.535 -0.233 0.11
H -0.5228 -0.8585 -1.2635 0.934 2.705 -0.623 0.08
H 1.6632 -0.5501 -2.9694 -1.437 2.133 1.112 0.07
H 2.5307 2.0731 -3.7160 -2.160 -0.593 1.594 0.09
H 1.0896 4.2361 -2.7711 -1.115 -2.518 1.121 0.09
H -1.2099 5.0819 -1.9452 -0.096 -1.538 2.216 0.08
H -2.4103 4.3234 -0.7066 2.281 -0.067 -0.310 0.07
H -0.6391 4.9789 -0.1484 -1.485 -1.380 -1.710 0.07
H -0.9730 -1.4401 3.7434 -0.440 0.986 -0.465 -0.09
H -1.5888 4.3529 1.7505 -0.516 -0.149 0.532 -0.01
H 0.9484 3.1257 2.1045 -1.420 -1.424 -0.240 0.11
H -0.6868 3.7237 4.7202 0.081 -1.894 -0.904 0.10
H -3.0792 2.8657 4.7764 -1.006 -2.404 -1.100 0.10
H -4.0442 1.5925 5.6563 0.510 0.619 -2.627 0.12
H -5.8893 2.8296 5.0064 1.689 -0.416 -2.015 0.13
H -5.8674 2.0030 3.3301 1.594 1.469 1.396 0.06
H -6.1934 4.5396 3.2040 2.509 -0.825 0.574 0.08
H -4.6240 4.1002 2.2666 -0.459 0.342 2.781 0.07
N 0.8693 6.9701 -1.3903 0.209 0.976 0.144 0.04
C 1.5401 7.4319 -0.3123 -0.452 -0.350 -0.711 -0.15
C 1.7968 8.7738 -0.0811 -0.096 0.119 -0.175 -0.07
C 1.3423 9.7009 -1.0129 -0.010 0.008 -0.017 -0.07
C 0.6499 9.2560 -2.1344 0.134 0.056 0.232 -0.07
C 0.4387 7.8940 -2.2766 0.240 -0.676 0.528 -0.15
H 1.8772 6.6695 0.3841 0.021 0.072 -0.013 0.10
H 2.3385 9.0884 0.8038 -0.046 -0.048 -0.084 0.10
H 1.5257 10.7614 -0.8664 -0.021 -0.134 -0.019 0.11
H 0.2831 9.9531 -2.8792 0.030 -0.089 0.064 0.11
H -0.0996 7.4975 -3.1329 0.036 0.078 0.027 0.10
N 3.9023 -1.0331 -3.7015 0.762 -0.443 -0.079 0.03
C 5.0464 -0.3956 -3.3696 -0.731 -0.354 -0.215 -0.15
C 6.3049 -0.9659 -3.4754 -0.068 -0.130 -0.125 -0.08
C 6.3984 -2.2713 -3.9465 -0.017 -0.002 -0.057 -0.07
C 5.2378 -2.9546 -4.2946 0.192 0.108 0.112 -0.07
C 4.0250 -2.2986 -4.1575 -0.127 0.845 0.306 -0.15
H 4.9209 0.6194 -3.0042 0.050 -0.043 0.005 0.09
H 7.1905 -0.4062 -3.1969 -0.116 -0.098 0.015 0.09
H 7.3676 -2.7521 -4.0418 -0.127 0.091 0.096 0.10
H 5.2769 -3.9729 -4.6644 -0.035 0.084 -0.044 0.07
H 3.0912 -2.7882 -4.4194 0.082 -0.028 -0.006 0.10
N 8.9598 -2.0103 -1.8228 0.830 0.194 0.674 0.05
C 10.0782 -1.3414 -2.1795 -0.779 -0.455 0.189 -0.15
C 11.1202 -1.0633 -1.3094 -0.043 -0.078 0.238 -0.07
C 11.0094 -1.4928 0.0088 -0.002 -0.003 0.007 -0.08
C 9.8688 -2.1824 0.4069 0.215 0.146 -0.122 -0.08
C 8.8816 -2.4162 -0.5369 -0.069 0.212 -0.876 -0.14
H 10.1160 -1.0244 -3.2176 0.051 -0.004 0.057 0.10
H 11.9966 -0.5244 -1.6512 -0.093 -0.051 0.014 0.10
H 11.8053 -1.2920 0.7201 -0.093 -0.025 -0.089 0.11
H 9.7519 -2.5300 1.4271 -0.006 0.020 -0.106 0.10
H 7.9741 -2.9535 -0.2760 0.073 0.041 0.011 0.10
N 5.2956 -5.5796 -6.4005 0.024 -0.597 -0.927 0.04
C 5.3339 -4.9625 -7.6017 -0.028 -0.303 0.852 -0.14
C 5.3726 -5.6350 -8.8127 0.001 -0.268 0.045 -0.07
C 5.3762 -7.0257 -8.7933 -0.002 -0.003 0.002 -0.08
C 5.3392 -7.6900 -7.5717 0.002 0.167 -0.217 -0.07
C 5.2983 -6.9302 -6.4136 -0.009 0.862 0.128 -0.14
H 5.3327 -3.8770 -7.5642 -0.001 -0.052 -0.030 0.10
H 5.3997 -5.0877 -9.7481 0.002 -0.033 0.106 0.10
H 5.4073 -7.5873 -9.7224 -0.002 0.068 0.112 0.11
H 5.3415 -8.7730 -7.5227 -0.001 0.109 0.019 0.10
H 5.2648 -7.4022 -5.4356 0.012 -0.004 -0.097 0.10


# 3
119
Properties=species:S:1:pos:R:3:forces:R:3:lowdin_charge:R:1 method="wB97M-V/def2-TZVPD" total_charge=+1 homo_energy_ev=-9.91 relative_energy_kj_mol=121.0 e_lumo_ev=-2.909 orbital_gap_ev=6.9978 max_force_ev_per_a=1.67
Sc -0.0164 -0.7055 0.2964 0.949 1.197 0.685 1.08
O -1.0521 0.7661 1.6258 -0.020 0.867 -0.548 -0.24
C -1.3507 1.1806 2.9696 0.072 0.173 0.171 -0.19
C -2.7510 0.7605 3.4239 0.007 0.051 -0.060 -0.13
C -3.3588 -0.3304 2.5462 0.041 -0.009 -0.025 -0.14
C -2.7259 -1.6717 2.7805 -0.028 -0.020 -0.016 -0.26
C -3.2831 -2.5305 3.7249 0.003 0.018 -0.017 -0.01
C -2.7507 -3.7909 3.9157 0.011 -0.005 -0.024 -0.04
C -1.6878 -4.1825 3.1187 0.004 0.016 0.004 -0.03
C -1.1925 -3.2737 2.2052 -0.009 -0.049 -0.016 -0.12
N -1.6530 -2.0242 2.0566 0.108 -0.080 -0.016 0.10
H -0.8671 1.6190 1.1332 0.048 -0.413 0.177 -0.01
H -1.2601 2.2678 2.9854 0.015 -0.010 0.038 0.12
H -0.5835 0.7819 3.6321 -0.325 0.260 -0.563 0.06
H -3.4162 1.6255 3.4310 0.002 -0.005 -0.054 0.11
H -2.6921 0.3993 4.4535 -0.033 0.065 0.048 0.12
H -4.4236 -0.4087 2.7687 0.000 -0.025 0.016 0.12
H -3.2533 -0.0508 1.4975 -0.052 -0.019 0.051 0.08
H -4.1449 -2.2027 4.2907 -0.013 0.011 0.000 0.12
H -3.1765 -4.4642 4.6473 0.000 -0.009 0.019 0.12
H -1.2476 -5.1665 3.1922 0.011 -0.011 -0.009 0.12
H -0.3880 -3.5700 1.5482 -0.013 0.000 0.011 0.09
O 1.0675 1.0442 0.1614 -0.485 0.338 0.042 -0.26
N 1.7718 2.1815 0.0747 0.469 -0.221 -0.040 -0.13
C 3.1149 1.9899 -0.0047 0.213 0.072 0.082 -0.02
C 3.9883 3.0258 -0.1388 0.007 -0.159 0.015 -0.04
C 3.4749 4.3244 -0.1905 -0.059 0.081 -0.009 -0.05
C 2.1278 4.5097 -0.0682 0.132 0.035 -0.045 -0.09
C 1.2225 3.4369 0.0965 -0.335 -0.319 0.100 -0.68
S -0.4285 3.7607 0.3436 -0.337 -0.563 0.299 0.67
H 3.4191 0.9553 0.0489 -0.035 0.186 0.027 0.10
H 5.0459 2.8208 -0.1979 0.020 -0.027 -0.004 0.11
H 4.1341 5.1728 -0.3088 0.005 0.030 0.005 0.12
H 1.6955 5.4994 -0.0699 -0.021 -0.022 -0.006 0.10
C -0.3164 2.1580 -2.6213 -0.010 -0.022 -0.073 -0.08
C 0.5278 1.4963 -3.7000 0.054 0.019 -0.031 -0.34
C 2.0200 1.6502 -3.3918 -0.022 -0.044 0.069 -0.04
C 0.0538 0.0865 -4.0217 -0.074 0.049 -0.026 -0.13
C -0.5794 -0.0665 -5.2543 -0.009 0.006 -0.010 -0.04
C -1.0620 -1.2878 -5.6866 -0.012 -0.003 0.038 -0.07
C -0.8552 -2.4057 -4.9008 -0.007 0.037 0.017 -0.04
C -0.1932 -2.3182 -3.6764 -0.070 0.002 0.046 -0.15
C 0.2360 -3.6109 -3.0088 0.040 -0.025 0.035 -0.36
C -0.7644 -4.7568 -3.1838 0.083 0.047 0.009 -0.06
C 1.5948 -4.0167 -3.6014 0.000 0.029 0.067 -0.03
C 0.1940 -1.0514 -3.2048 -0.156 0.067 0.027 -0.16
N 0.8347 -0.9526 -1.9015 0.229 -0.230 -0.140 0.07
C 2.1131 -1.0557 -2.0022 -0.040 -0.017 -0.042 -0.12
C 3.1224 -1.0911 -0.9760 0.082 -0.160 -0.021 -0.17
C 4.4219 -0.8222 -1.4579 -0.029 -0.021 0.000 -0.04
C 5.5257 -0.8425 -0.6466 -0.016 0.010 0.026 -0.08
C 5.3431 -1.1999 0.6931 0.018 0.006 -0.039 -0.05
C 4.0992 -1.5220 1.1771 -0.055 0.039 0.035 -0.02
C 2.9288 -1.4578 0.3799 0.035 -0.218 -0.004 -0.25
N 1.6960 -1.7982 0.9116 -0.247 -0.026 -0.354 -0.01
C 1.8219 -2.7576 1.9774 0.086 0.111 0.010 -0.23
C 1.6196 -2.3508 3.3010 -0.081 0.043 0.165 -0.16
C 1.8729 -3.2553 4.3276 -0.079 0.047 -0.006 -0.03
C 2.2949 -4.5455 4.0624 0.001 0.003 -0.032 -0.05
C 2.4387 -4.9544 2.7496 0.005 0.053 0.062 -0.03
C 2.2030 -4.0819 1.6924 0.022 0.147 0.027 -0.15
C 2.3561 -4.6160 0.2829 -0.018 0.014 -0.048 -0.36
C 3.8133 -4.9479 -0.0471 -0.028 0.017 -0.007 -0.04
C 1.4628 -5.8439 0.0880 -0.008 0.054 -0.031 -0.05
C 1.1394 -0.9454 3.6251 0.065 -0.052 0.034 -0.36
C 2.3068 0.0353 3.7660 -0.043 0.016 -0.054 -0.02
C 0.2552 -0.9069 4.8730 0.129 -0.141 0.144 -0.06
H 0.0461 3.1650 -2.4134 -0.035 -0.030 -0.008 0.07
H -0.2804 1.5972 -1.6890 -0.001 0.058 -0.019 0.03
H -1.3561 2.2447 -2.9435 -0.048 0.008 -0.006 0.07
H 0.3544 2.0578 -4.6219 0.031 -0.017 0.000 0.13
H 2.2640 1.3386 -2.3752 -0.008 0.034 -0.113 0.05
H 2.2955 2.7019 -3.4812 0.006 0.030 0.019 0.09
H 2.6367 1.0851 -4.0920 0.022 -0.009 -0.021 0.09
H -0.6863 0.8026 -5.8914 0.001 0.024 -0.004 0.12
H -1.5555 -1.3757 -6.6453 -0.006 0.003 -0.023 0.11
H -1.1665 -3.3760 -5.2605 -0.013 -0.024 -0.018 0.11
H 0.3703 -3.4332 -1.9433 -0.034 0.024 0.079 0.10
H -0.7093 -5.1829 -4.1872 -0.022 0.000 -0.008 0.08
H -1.7878 -4.4409 -2.9964 -0.072 0.036 0.043 0.07
H -0.5275 -5.5572 -2.4845 0.037 -0.042 0.025 0.08
H 1.5577 -3.9899 -4.6920 -0.003 -0.021 -0.006 0.09
H 1.8514 -5.0305 -3.3017 0.045 -0.110 0.083 0.08
H 2.4015 -3.3587 -3.2730 -0.006 -0.008 -0.031 0.07
H 2.5262 -1.1162 -3.0121 -0.007 0.021 0.059 0.14
H 4.5311 -0.5785 -2.5082 0.009 0.007 -0.023 0.12
H 6.5078 -0.6165 -1.0352 0.019 0.006 -0.011 0.11
H 6.1936 -1.2437 1.3615 0.008 0.000 0.010 0.12
H 4.0036 -1.8261 2.2090 0.006 0.000 0.014 0.12
H 1.7370 -2.9514 5.3546 -0.016 0.038 0.078 0.11
H 2.4970 -5.2307 4.8747 0.005 -0.008 0.013 0.11
H 2.7527 -5.9693 2.5410 -0.004 -0.004 0.001 0.11
H 2.0205 -3.8434 -0.4106 -0.025 0.053 -0.038 0.11
H 4.1911 -5.7310 0.6129 0.012 -0.013 0.009 0.08
H 4.4566 -4.0745 0.0635 0.003 0.013 0.005 0.07
H 3.8987 -5.3071 -1.0743 -0.002 -0.007 -0.011 0.08
H 1.7275 -6.6436 0.7802 -0.001 -0.007 -0.014 0.08
H 1.5738 -6.2402 -0.9192 -0.012 -0.022 -0.145 0.07
H 0.4102 -5.5989 0.2455 -0.028 -0.002 0.002 0.08
H 0.5350 -0.6052 2.7764 0.107 -0.081 0.178 0.07
H 1.9480 1.0155 4.0857 -0.009 0.042 -0.002 0.09
H 2.8364 0.1625 2.8215 0.003 0.002 0.006 0.06
H 3.0178 -0.3243 4.5125 -0.001 0.005 0.021 0.09
H 0.8449 -1.0459 5.7788 0.033 -0.070 0.033 0.09
H -0.5133 -1.6807 4.8435 -0.051 -0.014 -0.002 0.09
H -0.2364 0.0622 4.9729 0.193 -0.282 0.341 0.06
N -3.4506 1.8286 -0.3090 0.191 0.112 0.069 0.09
N -3.5920 1.3199 -1.6002 -0.099 0.089 -0.100 0.02
C -3.0171 0.1851 -1.9715 0.124 -0.069 -0.127 -0.37
N -3.2112 -0.2475 -3.2091 -0.060 -0.010 0.021 0.25
N -2.1585 -0.4157 -1.0957 -0.118 0.162 0.059 0.15
N -2.1129 -1.7414 -1.1693 -0.147 -0.261 -0.002 -0.39
O -2.9026 -2.4329 -1.7597 -0.119 -0.261 -0.061 0.12
O -1.1780 -2.2352 -0.4954 -0.314 -0.814 -0.666 -0.10
H -4.2892 2.3453 -0.0735 0.035 -0.076 0.022 0.11
H -2.6356 2.4432 -0.2747 -0.014 0.089 0.031 0.02
H -4.0524 1.8750 -2.3099 0.133 0.036 0.035 0.17
H -3.8653 0.2062 -3.8239 0.004 -0.005 0.000 0.14
H -2.7908 -1.1114 -3.5231 0.048 0.087 -0.032 0.10


| no. | E_tot (hartree) |
| --- | --- |
| 1 | -1239.97456 |
| 2 | -8856.39944 |
| 3 | -3702.68951 |